Entry w
14
Properties=species:S:1:pos:R:3:nbo_charge:R:1 method="wB97M-V/def2-TZVPD" charge=+1 multiplicity=1 e_homo_ev=-13.598 homo_lumo_gap_ev=9.34
C 0.26234 -0.25517 0.25500 0.51
C 0.87930 -1.50099 0.58175 -0.72
C -1.34841 1.52048 0.33097 -0.43
N 2.37394 0.56596 -0.91096 -0.29
N 1.26473 0.89632 -1.00174 0.02
N -0.80463 0.15257 0.71420 -0.47
H 0.12331 -2.20099 0.98213 0.25
H 1.32258 -1.88788 -0.26350 0.27
H 1.62899 -1.23717 1.20070 0.27
H -1.93075 2.02743 1.04993 0.25
H -2.20201 1.35717 -0.40981 0.24
H -0.52557 2.03152 -0.15009 0.25
H 3.17681 0.90607 -1.58043 0.42
H -1.35136 -0.48877 1.36786 0.43

=====

Entry x
14
Properties=species:S:1:pos:R:3:nbo_charge:R:1 method="wB97M-V/def2-TZVPD" charge=+1 multiplicity=1 e_homo_ev="-13.864 / -14.974" homo_lumo_gap_ev="9.20 / 9.81"
C 0.83066 0.40704 -0.02963 0.73
C -1.56955 -0.37261 0.45551 -0.15
C -1.58213 1.09588 0.10481 -0.22
N -0.40703 0.30764 0.04180 -0.38
N 1.88367 1.09097 -0.27384 -0.78
N 1.63303 -1.89404 0.11438 -0.67
H -1.63797 -0.64054 1.44044 0.24
H -1.91039 -1.02144 -0.25485 0.24
H -1.99653 1.35729 -0.82989 0.23
H -1.69203 1.84835 0.84858 0.24
H 1.84807 2.17228 -0.46088 0.43
H 2.53865 0.57791 -0.83578 0.44
H 2.19598 -1.79487 -0.81845 0.32
H 2.38163 -1.75580 0.77324 0.32

=====

Ranked by calculated energy, most stable first: entry w, entry x.

=====

Entry w
14
Properties=species:S:1:pos:R:3:nbo_charge:R:1 method="wB97M-V/def2-TZVPD" charge=+1 multiplicity=1 e_homo_ev=-13.653 homo_lumo_gap_ev=9.64
C -2.60299 0.39886 -0.17292 0.11
C -1.46864 0.06216 0.65713 0.08
C 1.05374 -0.72327 -0.35956 -0.03
N -2.28832 -0.82152 -0.17006 -0.21
N 2.24813 -0.25438 0.22252 -0.89
N 0.18898 0.51295 -0.26752 -0.64
H -3.29794 1.13450 -0.54136 0.27
H -1.04902 0.12437 1.58626 0.23
H 0.46806 -1.38521 0.17845 0.21
H 0.98946 -0.96241 -1.33501 0.21
H 2.93330 0.30798 -0.34629 0.41
H 2.58538 -0.43256 1.16212 0.42
H -0.15505 0.88651 -1.13016 0.41
H 0.39491 1.15203 0.51641 0.43

=====

Entry x
14
Properties=species:S:1:pos:R:3:nbo_charge:R:1 method="wB97M-V/def2-TZVPD" charge=+1 multiplicity=1 e_homo_ev=-13.898 homo_lumo_gap_ev=9.91
C -2.25077 0.52112 -0.64404 0.39
C -0.26074 0.48659 -0.29291 0.32
C 1.71207 -0.58513 0.54002 -0.41
N -1.22649 0.48648 -1.51753 -0.55
N -1.57844 0.39126 0.46689 -0.55
N 0.46221 -0.58805 -0.08609 -0.59
H -3.20111 0.83229 -0.90113 0.24
H 0.12437 1.47220 -0.18015 0.24
H 2.14141 0.40759 0.53390 0.22
H 1.62005 -0.91332 1.59644 0.20
H 2.43931 -1.23990 0.12638 0.22
H -1.07369 0.12907 -2.41018 0.44
H -1.89351 0.70909 1.41219 0.45
H -0.05057 -1.42806 -0.17833 0.40

=====

Entry y
14
Properties=species:S:1:pos:R:3:nbo_charge:R:1 method="wB97M-V/def2-TZVPD" charge=+1 multiplicity=1 e_homo_ev="-14.596 / -14.826" homo_lumo_gap_ev="7.38 / 7.69"
C 0.22447 -1.41281 -0.06104 0.17
C 2.02961 0.03424 0.05377 -0.15
C -1.95737 -0.24035 0.03344 -0.49
N 1.48966 -1.30086 -0.01610 -0.27
N -0.65449 -0.49739 -0.36492 -0.12
N 1.04767 1.02751 -0.20181 -0.57
H -0.12313 -2.43763 0.10016 0.27
H 2.52741 0.15958 1.02176 0.25
H 2.80742 0.02152 -0.72864 0.27
H -2.29784 0.68104 -0.45327 0.25
H -2.61511 -1.02745 -0.36638 0.29
H -2.11110 -0.20556 1.11932 0.24
H 0.81006 1.71288 0.50292 0.43
H 0.84188 1.28695 -1.15612 0.43

=====

Ranked by calculated energy, most stable first: entry x, entry y, entry w.

=====

Entry w
92
Properties=species:S:1:pos:R:3:mulliken_charge:R:1 method="wB97M-V/def2-TZVPD" charge=-1 multiplicity=1 e_homo_ev=-4.840 homo_lumo_gap_ev=7.06
O 1.87743 1.56452 1.27144 -0.49
V 0.29289 1.79080 1.42218 0.96
O 0.11422 3.18282 2.27385 -0.40
O -2.05640 -2.03546 1.41349 -0.76
V -2.45013 -0.70684 0.60023 0.64
O -3.19745 -1.06060 -0.76636 -0.62
O -4.62413 -0.36191 1.76613 -0.73
C -4.08672 0.50471 2.79679 -0.71
C -2.99394 1.62804 2.47933 -0.68
O -1.90623 1.33116 1.65334 -0.14
H -3.75002 -0.10559 3.63481 0.18
H -4.92238 0.97129 3.31841 0.44
H -2.71445 2.04167 3.44830 0.27
H -3.47947 2.45326 1.95839 0.42
B 0.01083 -0.42184 -0.03003 1.67
H 0.10955 -1.48306 -0.19823 -0.61
H 0.01141 -0.32101 1.04425 -0.69
H 0.82202 0.13195 -0.47672 0.16
H -0.92535 -0.09570 -0.45599 0.15
C -0.98035 1.49911 -3.92368 -1.65
C 0.50300 1.19465 -4.00925 0.84
C 1.13643 1.82960 -5.19785 -0.77
O 0.48737 1.43156 -6.37633 -0.32
C 1.09822 1.86901 -7.56134 -0.74
N 1.12848 1.56122 -2.76862 -0.25
H -1.42006 1.16962 -4.86506 0.52
H -1.23455 2.55902 -3.93267 0.20
H -1.61379 1.12393 -3.11988 0.33
H 0.61185 0.11479 -4.10997 0.04
H 2.17796 1.51111 -5.24134 0.37
H 1.16201 2.91859 -5.15869 0.36
H 2.00464 1.29462 -7.75262 0.26
H 1.27528 2.92873 -7.37763 0.32
H 0.45695 1.72159 -8.43032 0.23
H 2.04486 1.15191 -2.88172 0.38
H 0.72919 0.99581 -2.03311 -0.52
C 2.16764 -5.26423 1.99556 -1.65
C 1.30375 -4.67786 0.87869 0.36
C -0.20267 -5.12691 1.04970 -0.18
O -0.56247 -6.45847 0.80427 -0.48
C -0.45661 -6.90747 -0.53167 -0.66
N 1.42303 -3.28322 1.12783 -0.55
H 3.16816 -4.85152 1.86625 0.43
H 2.17799 -6.34561 1.85911 0.41
H 1.85659 -5.12159 3.03046 0.27
H 1.73789 -4.90457 -0.09507 0.53
H -0.75525 -4.49600 0.35349 0.37
H -0.40570 -4.84076 2.08169 -0.01
H -0.96888 -6.17603 -1.15671 0.29
H -0.77915 -7.93914 -0.67212 0.27
H 0.59333 -7.01241 -0.80502 0.26
H 1.00829 -2.66413 0.44605 -0.02
H 0.95422 -3.04630 1.99050 0.18
C 1.72908 4.62274 -0.22948 -1.42
C 0.25870 4.27454 -0.48766 0.17
C -0.30890 4.88139 -1.84654 -0.53
O -1.71389 4.91128 -1.76096 -0.28
C -2.33095 5.73413 -2.75230 -0.85
N 0.02344 2.88231 -0.57257 0.47
H 2.04397 4.21557 0.73133 0.29
H 1.90461 5.69668 -0.16679 0.43
H 2.30507 4.10223 -0.99461 0.25
H -0.26943 4.70915 0.36104 0.48
H -0.07195 4.44109 -2.81509 0.12
H -0.00545 5.92815 -1.86461 0.50
H -2.00361 5.57586 -3.77987 0.32
H -2.18512 6.78622 -2.50750 0.32
H -3.41257 5.59986 -2.76545 0.28
H 0.46890 2.69527 -1.45952 -0.09
H -0.91789 2.80518 -0.93040 0.11
C 2.07949 0.66188 5.41357 -1.72
C 1.23193 -0.05134 4.39174 0.74
C 0.48555 -1.28764 5.02150 -1.22
O -0.27704 -1.90941 4.04123 0.23
C -1.15078 -2.86480 4.60289 -1.07
N 0.26312 0.82862 3.79223 -0.42
H 2.59381 1.51042 4.96239 0.35
H 2.78300 -0.01469 5.89877 0.41
H 1.45791 1.01120 6.23802 0.38
H 1.88333 -0.36530 3.57613 0.18
H -0.13637 -1.08822 5.89417 0.47
H 1.18396 -2.05957 5.34467 0.51
H -0.52003 -3.70288 4.89932 0.34
H -1.83154 -3.21914 3.82887 0.18
H -1.82078 -2.36501 5.30247 0.35
H -0.41686 1.21546 4.43104 0.27
H -0.36924 0.17551 3.35214 -0.09
C 1.79452 -2.58935 -2.58284 0.60
Cl 1.39230 -4.08150 -3.57699 -0.21
Cl 2.84140 -1.53785 -3.58060 -0.18
H 0.89278 -1.99405 -2.43934 -0.31
H 2.16629 -2.90081 -1.60668 0.15

=====

Entry x
92
Properties=species:S:1:pos:R:3:mulliken_charge:R:1 method="wB97M-V/def2-TZVPD" charge=-1 multiplicity=1 e_homo_ev=-4.891 homo_lumo_gap_ev=6.79
O -1.56576 -2.55471 -0.47733 -0.75
V -1.12325 -1.45858 0.73815 0.85
O -1.36408 -2.10399 2.16280 -0.25
O 2.51109 1.74759 -0.46971 -0.58
V 2.13021 0.15471 -0.36890 0.63
O 2.77223 -0.61264 -1.66261 -0.71
O 3.70108 0.22864 1.55010 -0.67
C 2.96385 -0.60166 2.39861 -0.44
C 2.05266 -1.74500 1.87565 -0.78
O 1.12601 -1.61734 0.79522 -0.13
H 2.31309 -0.01741 3.04920 0.09
H 3.76434 -0.95496 3.04861 0.45
H 1.56886 -2.21560 2.73155 0.28
H 2.79553 -2.48611 1.58068 0.27
B -0.30126 0.43709 -0.77446 4.77
H 0.39047 -0.16801 -1.33978 -0.24
H 0.15488 0.61659 0.18676 -0.85
H -0.41567 1.39243 -1.26281 -1.06
H -1.27085 -0.01334 -0.62878 -0.78
C -0.70998 3.24016 -3.44049 -0.86
C 0.80403 3.14853 -3.40773 0.36
C 1.47744 3.92874 -2.25182 0.41
O 1.04192 5.30915 -2.21371 -0.35
C 1.83987 6.18182 -2.89022 -0.77
N 1.10435 1.74088 -3.27274 -0.46
H -1.06215 4.27079 -3.48413 0.34
H -1.16862 2.77527 -2.56778 -0.08
H -1.02653 2.72345 -4.34652 0.29
H 1.28257 3.52992 -4.30974 0.34
H 2.55359 3.75586 -2.24093 0.49
H 1.08339 3.44976 -1.35548 -0.94
H 1.28764 7.09285 -3.12079 0.30
H 2.00179 5.79748 -3.89728 0.30
H 2.79200 6.43048 -2.42150 0.27
H 0.51694 1.28152 -3.95393 0.17
H 0.58616 1.60055 -2.41722 -0.37
C 1.42474 -3.98932 -2.07123 -0.52
C 1.64446 -4.88768 -0.87132 0.81
C 1.73490 -6.33583 -1.34137 -1.13
O 0.45503 -6.70884 -1.96270 -0.19
C 0.39571 -8.08422 -2.20485 -0.80
N 2.89232 -4.50960 -0.24592 -0.79
H 0.56737 -4.32885 -2.65240 0.45
H 2.26193 -3.84456 -2.75407 0.23
H 0.97881 -3.03531 -1.78999 -0.50
H 0.87955 -4.65935 -0.12911 0.07
H 1.87279 -7.01830 -0.50272 0.45
H 2.51024 -6.57486 -2.06927 0.35
H 1.16268 -8.38472 -2.91868 0.31
H -0.59293 -8.25610 -2.63046 0.21
H 0.56985 -8.67162 -1.30332 0.31
H 2.77143 -3.54937 0.04296 0.26
H 3.63295 -4.50452 -0.93262 0.29
C -0.08385 3.35077 1.70954 -1.30
C 0.31171 2.55887 2.95631 1.87
C 1.07986 3.31451 4.03133 -1.03
O 2.35803 3.82520 3.64270 -0.31
C 3.12437 4.16492 4.78552 -0.81
N -0.86854 2.08929 3.53766 -0.62
H -0.67439 2.61700 1.16096 0.06
H 0.69605 3.66456 1.01572 0.24
H -0.71389 4.15531 2.08882 0.45
H 0.82901 1.65569 2.63264 -1.34
H 1.25340 2.62029 4.85354 0.53
H 0.56431 4.17273 4.46237 0.37
H 4.00237 4.75337 4.51922 0.24
H 3.48821 3.24410 5.24140 0.32
H 2.50107 4.64856 5.53763 0.31
H -1.51125 2.79135 3.87548 0.27
H -0.63678 1.67858 4.43081 0.26
C -4.35503 1.53039 2.33405 -1.43
C -3.59861 0.19753 2.15301 0.22
C -4.39904 -0.65373 1.07818 -1.13
O -3.78348 -1.89973 0.58242 -0.20
C -4.73100 -2.71433 -0.04117 -0.93
N -2.28924 0.52367 1.59595 0.53
H -3.79218 2.21133 2.97249 0.29
H -5.36148 1.47377 2.74872 0.41
H -4.35242 2.12890 1.42308 0.38
H -3.46575 -0.23768 3.14348 0.43
H -4.55077 -0.02102 0.20367 0.37
H -5.41816 -0.81503 1.42956 0.54
H -5.49367 -3.03337 0.66921 0.31
H -4.23297 -3.55555 -0.52324 0.19
H -5.30013 -2.16591 -0.79179 0.40
H -1.85416 1.18635 2.22178 -0.24
H -2.38365 1.07582 0.75553 0.23
C -1.50266 -1.50492 -3.41970 1.03
Cl -2.68902 -2.73394 -3.92314 -0.21
Cl -1.54466 -0.09114 -4.47713 -0.23
H -1.86230 -1.15608 -2.45168 -0.74
H -0.52899 -1.99226 -3.36881 -0.09

=====

Ranked by calculated energy, most stable first: entry w, entry x.